[1]
# C16H20N2O3

A single C16H20N2O3 molecule (ωB97M-V/def2-TZVPD, OMol25).

```
41
Properties=species:S:1:pos:R:3:forces:R:3:mulliken_charge:R:1
C 1.842596 -4.675083 -0.490610 -0.392 0.007 0.161 -0.88
C 0.694790 -5.349148 0.258276 0.202 -0.124 -0.088 -0.24
O -0.595531 -4.975957 -0.184922 -0.014 -0.111 -0.077 -0.46
C -0.976578 -3.634338 0.029709 -0.247 0.107 0.074 -0.38
C -1.231425 -3.281809 1.506706 0.348 0.041 -0.206 -0.72
C -0.108253 -2.448728 2.133786 -0.024 -0.314 0.117 -0.88
N -0.033893 -1.137266 1.540987 -0.292 0.042 0.079 -0.06
C 0.961734 -0.754559 0.729010 -0.078 0.197 0.066 0.54
O 1.938606 -1.446480 0.469812 0.281 -0.116 -0.095 -0.77
C 0.815842 0.616420 0.150132 0.009 0.020 -0.044 -0.50
C 1.849577 1.048010 -0.625109 -0.082 -0.153 0.123 -0.33
N 1.872776 2.250002 -1.224308 0.348 -0.114 -0.130 0.00
C 0.829214 3.131883 -1.088735 -0.637 0.201 0.245 0.03
C 0.856989 4.381320 -1.713573 0.008 0.069 -0.038 -0.99
C -0.199221 5.248196 -1.564853 0.162 -0.213 0.016 -0.59
C -1.315687 4.905486 -0.792988 -0.065 -0.186 0.125 0.62
C -2.449690 5.872324 -0.650725 0.012 0.035 -0.021 -1.45
C -1.337424 3.671561 -0.178482 0.084 0.139 -0.116 -0.45
C -0.278921 2.768038 -0.310822 0.192 0.192 -0.194 0.39
C -0.345526 1.463076 0.364253 0.193 -0.051 -0.073 1.33
O -1.323348 1.149343 1.045386 -0.098 0.129 -0.010 -0.88
H 1.927451 -3.620967 -0.236783 0.056 0.050 -0.012 0.11
H 1.689458 -4.769436 -1.563252 0.015 -0.047 -0.123 0.30
H 2.776121 -5.164120 -0.224708 0.137 -0.053 0.024 0.39
H 0.798665 -5.175152 1.338392 -0.018 -0.063 -0.026 0.19
H 0.724244 -6.429025 0.083491 0.059 0.106 0.140 0.38
H -1.903106 -3.534595 -0.541689 0.117 0.090 0.048 0.29
H -0.237840 -2.945376 -0.396284 -0.040 0.000 -0.033 0.28
H -2.160967 -2.715249 1.586567 -0.059 -0.030 0.048 0.48
H -1.356721 -4.208091 2.069764 -0.082 -0.031 0.012 0.36
H -0.291625 -2.339962 3.208570 0.107 -0.037 -0.081 0.31
H 0.864488 -2.922452 1.985585 -0.107 0.009 0.107 0.41
H -0.823470 -0.501261 1.639711 0.192 0.058 -0.089 0.25
H 2.700537 0.396664 -0.771436 0.025 -0.004 -0.021 0.48
H 2.665213 2.522991 -1.788589 -0.127 -0.128 0.132 0.21
H 1.713981 4.656396 -2.312084 0.084 0.048 -0.069 0.34
H -0.170848 6.212375 -2.051184 0.033 0.099 -0.066 0.44
H -2.102090 6.799535 -0.196555 -0.056 0.081 0.037 0.33
H -2.864382 6.116463 -1.628011 -0.089 0.051 -0.024 0.34
H -3.238590 5.455226 -0.031286 -0.080 0.025 0.030 0.35
H -2.177147 3.363745 0.426850 -0.075 -0.022 0.051 0.44
```
Forces are in eV/Å.

The multiplicity is 1. Its net charge is 0. The HOMO energy is -8.631 eV. The total energy is -26040.3847 eV. Its relative energy (zero: lowest compared OMol25 entry of this formula, charge and spin) is 111.3 kJ/mol. The HOMO-LUMO gap comes out at 0.3245 Eh. For the lowest unoccupied orbital energy, the calculation gives 0.2 eV.

=====

[2]
# CH3BrCl2Si

A molecular structure, CH3BrCl2Si in a non-equilibrium geometry (ωB97M-V/def2-TZVPD, OMol25).

```
8
Properties=species:S:1:pos:R:3:forces:R:3:mulliken_charge:R:1
C -0.906014 0.661742 0.516609 1.355 -2.733 -5.725 -0.74
Si 0.878161 -0.733991 -0.264274 -2.144 1.887 2.213 0.69
Cl 1.439946 -0.013154 -2.055928 -0.009 0.061 -0.276 -0.17
Cl 0.027692 -2.582484 -0.360571 0.087 -0.002 -0.124 -0.20
Br -0.527297 2.489875 0.330418 0.398 1.053 -0.434 -0.11
H -1.701184 0.318948 -0.294983 1.532 0.875 1.886 0.25
H -1.259516 0.606158 1.463902 -0.824 -1.113 2.819 0.38
H 2.048212 -0.747093 0.664827 -0.396 -0.028 -0.360 -0.09
```
Forces are in eV/Å.

The multiplicity is 1. Its net charge is 0. The HOMO energy is -9.262 eV. The total energy is -104051.9221 eV. Its relative energy (zero: lowest compared OMol25 entry of this formula, charge and spin) is 126.3 kJ/mol. The HOMO-LUMO gap comes out at 0.3603 Eh. For the lowest unoccupied orbital energy, the calculation gives 0.5 eV.

=====

[3]
# C20H49N2O9S5

6 unconnected molecules or ions with the total composition C20H49N2O9S5 (ωB97M-V/def2-TZVPD, OMol25).

```
85
Properties=species:S:1:pos:R:3:forces:R:3:mulliken_charge:R:1
C 3.698619 -3.386449 3.414620 -0.168 0.021 0.111 -1.52
C 2.736154 -2.346253 2.840936 -0.071 0.242 0.107 0.06
C 3.472812 -1.117065 2.263646 0.196 -0.102 0.055 -0.84
C 3.098851 0.226489 2.904348 -0.036 -0.150 0.013 -0.72
N 1.845540 0.839195 2.509628 0.129 0.000 0.176 -0.23
N 0.696127 0.069632 2.816395 -0.051 0.051 0.150 0.71
C 0.012406 -0.346448 1.607045 0.072 -0.172 -0.108 -0.61
C -1.142371 -1.324826 1.853628 -0.271 -0.186 0.145 -0.97
C -2.564193 -0.726802 1.651021 0.018 0.303 -0.284 -0.01
C -3.472710 -1.137866 2.768595 0.101 0.343 -0.014 0.10
O -4.082908 -2.163085 2.824675 -0.148 -0.534 0.079 -0.57
O -3.538967 -0.206172 3.778966 0.499 0.142 -0.065 -0.45
C -0.204913 0.728860 3.791854 -0.181 -0.092 -0.166 0.06
C 0.393681 1.983601 4.459419 -0.098 -0.122 -0.402 -0.02
O 0.841431 1.817495 5.608163 0.331 -0.008 0.573 -0.87
O 0.345692 3.038961 3.793785 -0.121 0.296 -0.095 -0.57
H 4.133500 -3.008532 4.345628 0.084 -0.020 -0.127 0.30
H 3.184584 -4.322515 3.655802 0.062 0.042 -0.052 0.41
H 4.516765 -3.601265 2.722000 -0.043 -0.066 0.001 0.38
H 2.075767 -2.790989 2.091225 0.094 -0.045 -0.022 0.22
H 2.074455 -1.993821 3.637183 0.008 -0.093 -0.082 0.16
H 3.348090 -1.059285 1.174446 -0.050 0.024 0.063 0.17
H 4.549702 -1.258843 2.430340 -0.066 0.031 -0.015 0.60
H 3.087923 0.100312 3.994959 -0.014 0.081 -0.169 0.32
H 3.883101 0.963760 2.693595 -0.080 -0.075 0.007 0.41
H 1.839664 1.133141 1.540977 -0.021 0.104 0.016 0.12
H 0.753937 -0.849656 0.975838 -0.027 0.071 0.024 0.39
H -0.365668 0.527536 1.045027 0.028 0.001 -0.043 0.07
H -1.053779 -2.155505 1.156281 0.050 0.015 0.086 0.45
H -1.058305 -1.761215 2.854919 0.121 0.176 -0.042 0.49
H -2.978960 -1.084763 0.704887 -0.013 -0.060 0.139 0.07
H -2.509947 0.362429 1.602963 -0.011 -0.046 0.090 0.38
H -3.219370 -0.590928 4.604996 -0.362 -0.094 0.043 0.32
H -0.437554 -0.002697 4.573019 -0.054 0.068 -0.017 0.16
H -1.142464 1.048696 3.320260 0.062 -0.048 -0.105 0.10
C -0.679718 -2.960901 -3.601240 0.008 -0.054 -0.043 -0.83
S -0.714577 -1.924690 -2.138205 0.170 0.069 0.036 0.54
O -0.835660 -2.837738 -0.971597 -0.069 -0.080 -0.094 -0.64
C -2.337965 -1.229330 -2.447284 -0.159 0.034 -0.005 -0.89
H 0.252777 -3.522425 -3.588636 0.011 0.025 0.033 0.44
H -1.526140 -3.646076 -3.594716 -0.015 0.014 0.008 0.29
H -0.723915 -2.327146 -4.484363 -0.018 -0.004 -0.020 0.05
H -3.072449 -2.033996 -2.505476 0.039 -0.031 0.015 0.38
H -2.315143 -0.656930 -3.375527 0.036 0.014 0.030 0.24
H -2.577335 -0.564985 -1.619164 0.048 0.026 0.003 0.32
C 1.353876 4.372242 -0.862798 0.060 0.060 -0.029 -1.13
S 0.498423 3.464829 0.438591 -0.014 -0.125 -0.007 0.87
O -0.790561 3.021728 -0.173138 -0.049 0.006 -0.039 -0.73
C 0.139125 4.878037 1.464760 -0.135 0.141 -0.007 -1.09
H 1.640096 3.652461 -1.627499 -0.007 -0.005 -0.003 0.33
H 0.684414 5.120890 -1.288390 -0.024 -0.021 0.028 0.32
H 2.245175 4.842373 -0.446212 0.010 -0.007 -0.011 0.33
H -0.429584 5.607196 0.882656 0.041 -0.053 -0.029 0.42
H 1.076558 5.297452 1.827705 0.012 -0.029 0.042 0.35
H -0.424084 4.500618 2.313806 0.065 -0.075 0.097 0.28
C 5.991126 2.757408 7.325489 0.021 0.035 0.079 -0.97
S 4.712692 1.676525 6.655357 -0.033 -0.044 0.004 0.48
O 5.328891 1.031148 5.460963 0.046 0.017 -0.022 -0.60
C 3.630686 2.979565 6.097786 0.026 0.178 -0.107 -0.39
H 6.796123 2.128271 7.700943 -0.005 -0.018 -0.011 0.33
H 6.363065 3.403068 6.529583 -0.021 -0.018 -0.024 0.28
H 5.573887 3.350331 8.139680 0.010 0.002 0.003 0.35
H 4.171945 3.615191 5.394131 0.024 -0.035 0.007 0.31
H 3.313190 3.552283 6.971051 0.004 -0.009 0.006 0.39
H 2.734281 2.551491 5.640705 -0.051 -0.109 0.044 -0.19
C 0.034799 -2.545575 -7.516488 0.053 -0.067 0.015 -1.06
S -1.757625 -2.421527 -7.470651 -0.043 0.181 -0.077 0.73
O -2.243872 -3.407581 -6.466035 -0.009 -0.041 0.012 -0.62
C -2.026884 -3.155851 -9.088245 0.001 -0.055 -0.050 -1.07
H 0.418008 -2.175896 -6.568169 -0.007 0.016 0.003 0.31
H 0.323979 -3.587668 -7.653852 -0.020 -0.004 0.015 0.33
H 0.413606 -1.925654 -8.328556 -0.006 0.015 0.006 0.40
H -1.591835 -4.155083 -9.110616 -0.006 0.000 0.027 0.34
H -1.577888 -2.519017 -9.850076 -0.014 0.009 -0.002 0.38
H -3.101815 -3.214187 -9.244477 -0.007 0.009 0.013 0.31
C -5.767339 1.556612 -5.613357 -0.054 0.039 -0.013 -0.98
S -4.249703 0.641703 -5.319072 0.045 -0.055 0.040 0.58
O -3.355097 0.901564 -6.478154 -0.016 0.001 -0.066 -0.65
C -4.961402 -0.987731 -5.568550 -0.026 -0.128 0.004 -0.84
H -5.527347 2.615499 -5.547184 0.016 -0.001 0.005 0.33
H -6.143250 1.319226 -6.608594 0.027 -0.008 -0.006 0.30
H -6.498933 1.296350 -4.848723 0.006 0.010 0.010 0.35
H -5.399576 -1.042360 -6.565691 0.016 0.045 -0.008 0.36
H -5.718712 -1.169914 -4.805547 0.013 -0.002 0.014 0.41
H -4.165008 -1.726925 -5.477995 0.032 0.033 0.001 0.15
```
Forces are in eV/Å.

The multiplicity is 1. Its net charge is -1. The HOMO energy is -4.279 eV. The total energy is -97115.5367 eV. The HOMO-LUMO gap comes out at 0.2148 Eh. For the lowest unoccupied orbital energy, the calculation gives 1.6 eV.

=====

[4]
# CHN2O5P

2 unconnected molecules or ions with the total composition CHN2O5P in a non-equilibrium geometry (ωB97M-V/def2-TZVPD, OMol25).

```
10
Properties=species:S:1:pos:R:3:forces:R:3:mulliken_charge:R:1
O -2.936591 -0.781998 -0.951300 -0.878 -1.840 -2.866 -0.54
N -2.401499 -0.269204 -0.061374 -0.042 0.111 -0.095 1.12
O -2.891841 0.259391 0.848976 0.300 1.582 2.755 -0.50
O -0.993775 -0.335517 -0.257415 1.261 0.810 0.459 -0.12
O -0.264102 0.309333 0.772992 -0.658 -4.261 1.075 -0.34
H -0.271680 1.202178 0.585806 -0.135 3.413 -1.247 0.35
N 1.896138 1.782471 -0.447224 0.519 -0.462 0.316 -0.41
C 2.390513 0.784611 -0.128769 -0.238 -0.071 -0.710 0.30
P 2.655901 -1.053021 0.394424 -0.283 1.236 1.902 0.48
O 2.816933 -1.898248 -0.756116 0.154 -0.518 -1.589 -0.34
```
Forces are in eV/Å.

The multiplicity is 1. Its net charge is 0. The HOMO energy is -11.417 eV. The total energy is -23551.5893 eV. Its relative energy (zero: lowest compared OMol25 entry of this formula, charge and spin) is 215.7 kJ/mol. The HOMO-LUMO gap comes out at 0.3473 Eh. For the lowest unoccupied orbital energy, the calculation gives -2.0 eV.